9 unconnected molecules or ions with the total composition C54H156N21O15P9 at a distorted geometry. Source: OMol25; level of theory: wB97M-V/def2-TZVPD.

Output
total energy	-7501.98865	hartree
energy relative to the best compared isomer or geometry (same formula, charge and spin)	112.0	kcal/mol
SMILES string	CN(C)P(=O)(N(C)C)N(C)C.CN(C)P(=O)(N(C)C)N(C)C.CN(C)P(=O)(N(C)C)N(C)C.CN(C)P(=O)(N(C)C)N(C)C.CN(C)P(=O)(N(C)C)N(C)C.CN(C)P(=O)(N(C)C)N(C)C.CN(C)P(=O)(N(C)C)N(C)C.CCOP(=O)(OCC)OCC.CCOP(=O)(OCC)OCC

Geometry (Å):
O (2.4990, -18.7685, 23.4776)
P (1.6294, -19.8777, 22.9857)
N (0.1974, -19.4287, 22.2236)
C (-0.6837, -20.2239, 21.3211)
C (-0.1552, -17.9614, 22.1736)
N (0.9476, -20.8678, 24.1923)
C (0.4865, -22.2405, 24.0050)
C (0.6643, -20.2735, 25.5200)
N (2.4680, -20.8386, 21.7887)
C (3.3935, -21.9064, 22.2244)
C (2.7887, -20.3598, 20.4185)
H (-0.5532, -20.0414, 20.2544)
H (-1.7188, -20.1840, 21.6604)
H (-0.4673, -21.2763, 21.5048)
H (-0.6825, -17.6380, 21.2761)
H (0.7420, -17.3481, 22.0899)
H (-0.7429, -17.6517, 23.0377)
H (0.5452, -22.5863, 22.9730)
H (1.0676, -22.8579, 24.6900)
H (-0.5863, -22.2766, 24.1945)
H (1.6237, -20.3159, 26.0357)
H (0.2728, -19.2626, 25.4066)
H (-0.0040, -20.9251, 26.0830)
H (4.3149, -21.4294, 22.5586)
H (2.9935, -22.3718, 23.1253)
H (3.5465, -22.6290, 21.4228)
H (2.9297, -21.2011, 19.7399)
H (3.7647, -19.8812, 20.3387)
H (2.0106, -19.6975, 20.0389)
O (13.1871, -19.5116, 11.2621)
P (12.6746, -20.3692, 10.1464)
N (13.9146, -21.0565, 9.2154)
C (13.7056, -21.8158, 8.0024)
C (15.2134, -21.3912, 9.7913)
N (11.7440, -19.4787, 9.0249)
C (12.3344, -18.8997, 7.8262)
C (10.2628, -19.2034, 9.1700)
N (11.7516, -21.7033, 10.5590)
C (11.0013, -21.7152, 11.8438)
C (11.1371, -22.6344, 9.5412)
H (12.8783, -21.5206, 7.3570)
H (13.4908, -22.8781, 8.1186)
H (14.5264, -21.7313, 7.2901)
H (16.0553, -20.9831, 9.2320)
H (15.2927, -22.4706, 9.9209)
H (15.2614, -20.9639, 10.7929)
H (13.3496, -18.6333, 8.1203)
H (12.4236, -19.5888, 6.9864)
H (11.8077, -17.9981, 7.5136)
H (9.9872, -19.8182, 10.0268)
H (9.9025, -18.2131, 9.4486)
H (9.6475, -19.5050, 8.3223)
H (9.9557, -21.9296, 11.6229)
H (11.3654, -22.4988, 12.5083)
H (11.0637, -20.7373, 12.3211)
H (10.2081, -23.0601, 9.9206)
H (11.8838, -23.3983, 9.3243)
H (10.9406, -22.0354, 8.6520)
O (-5.5277, -12.1224, 20.4760)
P (-6.6988, -12.0784, 19.5524)
N (-7.5674, -13.5080, 19.1723)
C (-8.5860, -13.6190, 18.0584)
C (-7.7260, -14.5357, 20.1753)
N (-6.2166, -11.5545, 18.0091)
C (-5.3845, -12.4823, 17.2141)
C (-5.8629, -10.1691, 17.8021)
N (-8.0184, -11.0274, 20.0077)
C (-9.0274, -10.6393, 19.0798)
C (-8.1968, -10.4812, 21.3865)
H (-8.4071, -12.9545, 17.2131)
H (-9.5421, -13.4161, 18.5410)
H (-8.4245, -14.6484, 17.7384)
H (-8.5465, -14.1741, 20.7951)
H (-6.7900, -14.5845, 20.7317)
H (-7.9826, -15.5347, 19.8227)
H (-4.4016, -12.6755, 17.6440)
H (-5.7470, -13.4997, 17.3609)
H (-5.5122, -12.2675, 16.1532)
H (-5.7878, -9.5776, 18.7146)
H (-5.0447, -10.0091, 17.1001)
H (-6.7436, -9.6953, 17.3686)
H (-8.9817, -9.5532, 19.0009)
H (-8.8789, -11.1722, 18.1406)
H (-10.0206, -10.7833, 19.5051)
H (-7.2706, -9.9182, 21.5017)
H (-8.4092, -11.2621, 22.1167)
H (-9.0594, -9.8344, 21.5464)
O (14.7582, -8.8515, 6.5099)
P (13.8712, -8.5362, 7.6735)
N (13.8559, -9.7190, 8.8896)
C (12.9323, -9.6457, 10.0668)
C (14.4077, -11.0307, 8.6460)
N (12.2396, -8.2935, 7.2038)
C (11.4801, -9.4818, 6.7215)
C (11.8736, -7.0133, 6.6085)
N (14.3651, -7.0398, 8.4738)
C (15.6300, -6.3972, 8.2314)
C (13.7311, -6.6424, 9.6962)
H (12.3278, -10.5452, 10.1825)
H (12.2046, -8.8577, 9.8729)
H (13.5016, -9.4149, 10.9672)
H (13.6624, -11.5877, 8.0781)
H (14.7047, -11.4549, 9.6051)
H (15.3146, -11.0619, 8.0421)
H (10.5731, -9.1734, 6.2015)
H (12.1183, -10.0428, 6.0388)
H (11.2459, -10.1582, 7.5436)
H (12.1766, -7.0627, 5.5626)
H (10.7903, -6.9242, 6.5270)
H (12.3564, -6.1786, 7.1167)
H (16.4775, -7.0531, 8.4301)
H (15.5579, -6.0798, 7.1912)
H (15.7413, -5.4591, 8.7752)
H (14.1282, -7.0192, 10.6388)
H (12.6761, -6.9074, 9.6270)
H (13.8366, -5.5595, 9.7627)
O (3.4801, -14.4358, 1.0317)
P (4.4355, -14.4946, 2.1422)
N (4.3612, -13.0804, 3.1367)
C (4.9528, -11.8352, 2.5685)
C (3.3995, -12.8526, 4.2566)
N (6.0818, -14.7221, 1.6465)
C (7.2260, -14.4168, 2.5204)
C (6.3662, -14.9428, 0.2832)
N (4.1533, -15.8552, 3.2168)
C (2.9462, -16.7052, 3.1028)
C (4.9984, -16.2012, 4.3807)
H (4.4333, -11.6295, 1.6326)
H (6.0156, -12.0155, 2.4073)
H (4.8814, -10.8940, 3.1136)
H (3.4576, -11.7998, 4.5327)
H (3.5741, -13.5863, 5.0436)
H (2.3663, -12.9779, 3.9329)
H (7.0730, -14.3438, 3.5972)
H (7.8921, -15.2725, 2.4099)
H (7.6481, -13.4754, 2.1686)
H (7.3905, -15.3024, 0.1849)
H (5.7035, -15.7470, -0.0365)
H (6.2981, -14.0756, -0.3737)
H (2.8272, -17.1420, 4.0943)
H (2.1327, -15.9850, 3.0156)
H (2.8908, -17.5227, 2.3840)
H (4.4325, -16.6741, 5.1833)
H (5.4275, -15.3543, 4.9163)
H (5.8465, -16.7885, 4.0288)
O (3.5060, -24.6295, 12.3992)
P (2.5380, -24.7149, 11.2667)
N (2.7817, -26.1368, 10.3090)
C (2.5465, -27.5460, 10.8012)
C (3.5998, -26.1209, 9.0820)
N (2.5359, -23.4699, 10.0581)
C (1.5019, -23.2972, 9.0271)
C (3.6580, -22.5277, 10.0307)
N (0.8749, -24.8191, 11.6605)
C (0.3126, -24.1378, 12.8274)
C (-0.1206, -25.5732, 10.8849)
H (3.4168, -27.7594, 11.4218)
H (2.4149, -28.2333, 9.9655)
H (1.6641, -27.5789, 11.4402)
H (4.5987, -25.6853, 9.1078)
H (3.1172, -25.5488, 8.2896)
H (3.8990, -27.1331, 8.8099)
H (0.6158, -22.7782, 9.3926)
H (1.8434, -22.7568, 8.1442)
H (1.1240, -24.2076, 8.5619)
H (3.2571, -21.5141, 10.0381)
H (4.3460, -22.6660, 10.8648)
H (4.2542, -22.7248, 9.1398)
H (0.3077, -24.8239, 13.6744)
H (1.0414, -23.3996, 13.1620)
H (-0.5844, -23.5497, 12.6332)
H (-0.6097, -26.2506, 11.5849)
H (0.3182, -26.0685, 10.0187)
H (-0.8465, -24.8414, 10.5304)
O (-3.4705, -8.9356, 8.0654)
P (-4.5398, -8.3059, 8.8968)
N (-3.8748, -7.3324, 10.1722)
C (-4.5973, -6.2995, 10.9576)
C (-2.7741, -7.9172, 11.0173)
N (-5.6626, -9.3776, 9.6686)
C (-6.7913, -8.8653, 10.4549)
C (-5.5134, -10.8093, 9.6056)
N (-5.5338, -7.2563, 7.9781)
C (-4.9205, -6.0283, 7.4908)
C (-6.3872, -7.9070, 6.8948)
H (-5.1330, -6.7660, 11.7844)
H (-5.1655, -5.5923, 10.3533)
H (-3.9068, -5.6759, 11.5254)
H (-2.1194, -7.1641, 11.4558)
H (-2.1269, -8.5462, 10.4060)
H (-3.1516, -8.4905, 11.8640)
H (-7.0483, -7.8679, 10.0984)
H (-7.6673, -9.4896, 10.2785)
H (-6.4739, -8.7780, 11.4940)
H (-5.8204, -11.2325, 10.5620)
H (-6.0907, -11.2753, 8.8070)
H (-4.4591, -11.0740, 9.5244)
H (-4.3788, -6.2676, 6.5757)
H (-5.7099, -5.2942, 7.3295)
H (-4.1769, -5.6477, 8.1910)
H (-5.6403, -8.3024, 6.2064)
H (-7.0127, -7.1635, 6.4007)
H (-6.9579, -8.7373, 7.3109)
C (2.3759, -15.4583, 12.4386)
C (2.4014, -13.9030, 12.4834)
O (3.6999, -13.5089, 12.0260)
P (4.7495, -12.6904, 12.9902)
O (4.1204, -12.1055, 14.1665)
O (5.9767, -13.7055, 13.3172)
C (6.5432, -13.8014, 14.5747)
C (6.3028, -15.2684, 15.0051)
O (5.4298, -11.6373, 11.9681)
C (4.6409, -10.5834, 11.3483)
C (5.4317, -9.3281, 11.5894)
H (1.4642, -15.8042, 12.9257)
H (2.3260, -15.7723, 11.3960)
H (3.2787, -15.9711, 12.7703)
H (1.6931, -13.4423, 11.7947)
H (2.1723, -13.7318, 13.5352)
H (7.6161, -13.6928, 14.4161)
H (6.1362, -12.9330, 15.0927)
H (7.0707, -15.9682, 14.6753)
H (6.3477, -15.3662, 16.0898)
H (5.3288, -15.6046, 14.6494)
H (4.6155, -10.8182, 10.2842)
H (3.6138, -10.5584, 11.7124)
H (6.3646, -9.3818, 11.0282)
H (4.9177, -8.3930, 11.3663)
H (5.7287, -9.2010, 12.6304)
C (11.9586, -9.2755, 16.4070)
C (12.2756, -10.3816, 17.4237)
O (13.2964, -11.2207, 17.0516)
P (14.0554, -12.1255, 18.1944)
O (14.6988, -11.4302, 19.2926)
O (12.9460, -13.2434, 18.5580)
C (13.2302, -14.3012, 19.4784)
C (12.0203, -14.4769, 20.4416)
O (15.1260, -13.0120, 17.3054)
C (14.7764, -13.5547, 16.0677)
C (15.9469, -14.4217, 15.5338)
H (12.8726, -8.7264, 16.1806)
H (11.4545, -9.6251, 15.5061)
H (11.3412, -8.4869, 16.8372)
H (12.4647, -9.9727, 18.4162)
H (11.3314, -10.9184, 17.5153)
H (13.3043, -15.1967, 18.8614)
H (14.1107, -14.2301, 20.1170)
H (11.9234, -15.4380, 20.9466)
H (11.8093, -13.6548, 21.1255)
H (11.1578, -14.3992, 19.7797)
H (13.8917, -14.1871, 16.1424)
H (14.4893, -12.7641, 15.3745)
H (16.6657, -13.7500, 15.0645)
H (16.5282, -14.9141, 16.3133)
H (15.5638, -15.1598, 14.8291)

Here are the Mulliken charges for atoms 1 to 5, given in e:
1. O -0.852
2. P 0.338
3. N 0.286
4. C -0.992
5. C -1.113